# 1
ORCA calculation (wB97M-V/def2-TZVPD) on C35H32N3O6P2PmTe as an isolated structure.

Calculated values
* <S²>: 6.0050
* total charge: 0
* energy: -95998.9979 eV
* molecular weight: 925.20 u
* multiplicity: 5
* orbital gap (spin up / spin down): 7.673 / 7.762 eV
* HOMO level (spin up / spin down): -7.656 / -7.741 eV

Each line ends with the Mulliken charge.
Cartesian coordinates (Å):
Pm -0.0388 -1.2964 -1.2510  1.188
O 0.6038 -2.2706 -5.6246  -0.604
C 0.7288 -2.1868 -4.4272  0.126
N 0.5475 -1.0564 -3.5708  -0.086
C 0.4165 0.1726 -4.2104  0.056
O 0.6547 0.4469 -5.3753  -0.640
C -0.0689 1.3437 -3.3451  0.404
C -0.5304 2.4516 -4.0860  -0.319
C -1.0203 3.5690 -3.3814  -0.575
C -0.9835 3.5542 -2.0309  -1.046
C -0.5070 2.4149 -1.3597  -0.286
N -0.0740 1.3138 -2.0144  0.600
C 0.9966 -3.5091 -3.6348  0.642
C 1.4252 -4.5690 -4.4170  -0.655
C 1.6738 -5.8012 -3.7695  -0.307
C 1.3480 -5.8747 -2.4140  -0.879
C 0.9915 -4.7254 -1.7253  -0.347
N 0.7006 -3.5950 -2.3427  0.001
H -0.5400 2.4673 -5.1765  0.496
H -1.3074 4.4586 -3.8467  0.514
H -1.2703 4.4277 -1.4363  0.438
H -0.4650 2.2789 -0.2704  0.411
H 1.6190 -4.4067 -5.4763  0.454
H 2.0377 -6.6446 -4.3715  0.403
H 1.5168 -6.7935 -1.8795  0.390
H 0.7478 -4.8062 -0.7183  0.584
O 2.0299 -0.8093 -0.2639  -0.426
C 1.6098 -1.6537 0.5089  -0.054
C 2.0181 -1.5070 1.9253  0.541
C 2.7044 -2.5619 2.5632  -0.998
C 2.9934 -2.4674 3.9343  -0.616
C 2.5922 -1.3587 4.6264  -0.904
C 1.8683 -0.3425 4.0265  -0.798
C 1.5639 -0.3977 2.6735  0.449
P 0.8890 1.0748 1.6640  1.337
C 2.3855 2.0725 1.5082  0.486
C 3.1604 2.4869 2.6176  -0.250
C 4.3220 3.1488 2.4002  -0.669
C 4.7644 3.4689 1.1072  -0.559
C 3.9720 3.0845 0.0031  -0.822
C 2.7950 2.4088 0.2363  -0.121
C 0.0217 1.9897 3.0199  0.232
C -0.8338 1.3433 3.9133  -0.532
C -1.5119 2.0632 4.8941  -0.843
C -1.4146 3.4435 4.9125  -0.433
C -0.7496 4.1329 3.9115  -0.765
C -0.0121 3.3810 3.0252  -0.773
H 2.9545 -3.3716 1.9632  0.688
H 3.3998 -3.3342 4.4942  0.318
H 2.7100 -1.3526 5.6679  0.454
H 1.6230 0.5032 4.6196  0.452
H 2.8408 2.1854 3.6146  0.246
H 4.9318 3.4022 3.2709  0.385
H 5.7168 3.9604 0.9597  0.392
H 4.3179 3.3640 -0.9748  0.479
H 2.1741 2.0887 -0.6225  0.215
H -0.9789 0.2796 3.8811  0.605
H -2.1185 1.5207 5.5630  0.475
H -1.9309 3.9758 5.7379  0.312
H -0.7693 5.1836 3.8584  0.538
H 0.4496 3.9060 2.1980  0.395
C -3.5321 1.8277 1.4572  -0.875
C -3.3038 0.3313 1.4493  0.492
O -4.0408 -0.2503 0.3693  -0.423
P -3.3017 -1.3270 -0.5803  0.252
O -2.2168 -0.6432 -1.4231  -0.066
Te -2.3161 -3.1882 0.4342  -0.356
O -4.5665 -1.6858 -1.4569  -0.375
C -4.6484 -2.6759 -2.5626  -0.255
C -3.8988 -2.3456 -3.8023  -0.616
H -3.1934 2.2280 2.4078  0.235
H -4.6406 2.0723 1.4914  0.341
H -3.0147 2.3511 0.6866  0.106
H -3.6434 -0.1765 2.3631  0.324
H -2.2414 0.0779 1.3538  -0.325
H -5.7158 -2.7529 -2.7854  0.258
H -4.2776 -3.6080 -2.1576  0.282
H -4.3293 -1.4639 -4.3492  0.259
H -3.9622 -3.2227 -4.5418  0.349
H -2.8480 -2.2237 -3.6366  -0.007


# 2
ORCA calculation (wB97M-V/def2-TZVPD) on C35H33ClIrN2O3PSi as an isolated structure.

Calculated values
* total charge: 0
* energy: -78486.0556 eV
* molecular weight: 816.39 u
* orbital gap: 8.095 eV
* HOMO level: -7.640 eV
* ΔE to the lowest compared entry with this formula, charge and spin: 0.00 kJ/mol

Each line ends with the Mulliken charge.
Cartesian coordinates (Å):
Ir -0.2414 0.5463 -0.4823  4.119
C 0.9840 1.3857 3.1612  -1.392
C 0.0892 0.2056 2.9221  0.537
C -0.2995 -0.6509 3.9351  -0.969
C -1.1709 -1.7044 3.6348  -0.601
C -1.6182 -1.9126 2.3518  -0.751
C -1.1614 -1.0308 1.3559  0.304
N -0.3510 0.0107 1.6744  -0.420
N -1.3755 -1.0782 0.0115  -0.046
Si -2.9041 -1.6356 -0.6627  0.275
C -4.3313 -0.8155 0.2159  -0.998
C -3.0290 -3.4954 -0.3983  -1.227
C -2.9201 -1.2571 -2.4754  -0.963
H 2.0317 1.0792 3.2086  0.173
H 0.7325 1.8641 4.1077  0.541
H 0.8751 2.1074 2.3528  0.072
H 0.0510 -0.4871 4.9447  0.507
H -1.4867 -2.3746 4.4254  0.433
H -2.2676 -2.7374 2.0973  0.342
H -4.2958 -0.9946 1.2934  0.339
H -5.2825 -1.2057 -0.1555  0.436
H -4.3069 0.2631 0.0504  0.148
H -3.5739 -3.7503 0.5138  0.367
H -2.0375 -3.9519 -0.3430  0.244
H -3.5619 -3.9582 -1.2334  0.385
H -2.7513 -0.1970 -2.6623  0.181
H -3.8875 -1.5339 -2.9031  0.472
H -2.1457 -1.8167 -3.0062  0.252
O -0.9661 1.1439 -3.2349  -0.692
C -0.1673 0.6372 -2.4717  -0.419
C 1.0928 0.0465 -3.1531  0.177
C 1.2728 0.1419 -4.5263  -0.550
C 2.4564 -0.3094 -5.0898  -0.604
C 3.4620 -0.8446 -4.2887  -0.715
C 3.2823 -0.9522 -2.9192  -0.418
C 2.0840 -0.5179 -2.3619  0.121
P 1.6463 -0.5524 -0.6123  0.833
C 1.5021 -2.3088 -0.1632  0.504
C 1.1331 -3.2286 -1.1420  -0.759
C 0.8593 -4.5433 -0.7983  -0.867
C 0.9435 -4.9480 0.5274  -0.577
C 1.3009 -4.0344 1.5077  -0.879
C 1.5773 -2.7186 1.1653  -0.419
C 3.0916 0.0895 0.2657  1.135
C 4.1662 -0.7076 0.6534  -0.454
C 5.2811 -0.1282 1.2421  -0.713
C 5.3300 1.2448 1.4399  -0.536
C 4.2649 2.0444 1.0478  -0.686
C 3.1476 1.4683 0.4634  -0.740
H 0.4865 0.5821 -5.1246  0.541
H 2.6072 -0.2341 -6.1593  0.400
H 4.3927 -1.1702 -4.7359  0.438
H 4.0632 -1.3712 -2.2953  0.475
H 1.0485 -2.9146 -2.1756  0.342
H 0.5763 -5.2515 -1.5665  0.426
H 0.7227 -5.9732 0.7960  0.398
H 1.3559 -4.3403 2.5447  0.437
H 1.8328 -2.0095 1.9453  0.580
H 4.1334 -1.7785 0.4984  0.452
H 6.1129 -0.7507 1.5460  0.424
H 6.2007 1.6925 1.9018  0.404
H 4.3018 3.1151 1.2005  0.441
H 2.3072 2.0884 0.1670  0.191
Cl -4.4540 7.7498 1.1341  -0.215
C -3.5641 6.2965 0.7918  0.429
C -4.0565 5.4090 -0.1519  -0.749
C -3.3507 4.2462 -0.4130  -0.340
C -2.1570 3.9925 0.2508  0.049
C -1.6707 4.8979 1.1852  -0.255
C -2.3790 6.0538 1.4682  -0.789
C -1.4107 2.7452 -0.0385  0.323
O -2.0291 1.6947 -0.3713  -0.908
O -0.1426 2.7159 0.0349  -0.709
H -4.9796 5.6288 -0.6693  0.409
H -3.7191 3.5297 -1.1353  0.485
H -0.7337 4.6943 1.6868  0.410
H -2.0201 6.7645 2.1992  0.412


# 3
ORCA calculation (wB97M-V/def2-TZVPD) on C35H33ClN4S2Si2Y as an isolated structure.

Calculated values
* total charge: +1
* energy: -93776.2847 eV
* molecular weight: 754.34 u
* orbital gap (spin up / spin down): 4.928 / 6.140 eV
* HOMO level (spin up / spin down): -8.496 / -9.155 eV
* ΔE to the lowest compared entry with this formula, charge and spin: 340.61 kJ/mol

Each line ends with the Mulliken charge.
Cartesian coordinates (Å):
C -0.4542 0.5452 0.5136  -0.278
C 0.6134 1.3765 0.0704  -0.900
C 0.1169 2.1690 -1.0127  -0.485
H 1.6264 1.3864 0.4817  0.545
C -1.2394 1.8099 -1.2495  -0.449
C -1.5966 0.8119 -0.2960  -0.603
H -2.6204 0.5274 -0.0488  0.642
H -0.4376 -0.0766 1.4095  0.635
H 0.6945 2.9131 -1.5536  0.686
H -1.9543 2.3354 -1.8789  0.550
Y 0.1723 -0.1791 -1.9477  0.494
Si 4.2635 -1.2828 -4.6160  0.534
C 5.1544 -0.5815 -3.1758  0.991
C 6.5278 -0.7855 -3.0523  -0.768
H 6.9904 -1.6429 -3.5599  0.428
C 7.2393 0.1936 -2.3455  -0.459
H 8.3207 0.0913 -2.3301  0.390
C 6.5975 1.2705 -1.6905  -0.860
H 7.1799 2.0349 -1.1397  0.409
C 5.1909 1.3539 -1.7205  -0.583
H 4.6489 2.1603 -1.2076  0.412
C 4.4665 0.3861 -2.4243  0.229
H 3.3725 0.4853 -2.5683  0.022
C 0.5333 2.8701 -3.9957  1.987
C 1.1327 4.1264 -3.7414  -0.461
H 2.2091 4.2343 -3.5702  0.238
C 0.3386 5.2663 -3.7642  -0.662
H 0.8737 6.2030 -3.6860  0.452
C -1.0526 5.1786 -3.8818  -0.879
H -1.6444 6.0829 -3.8075  0.387
C -1.6657 3.9298 -3.9803  -0.332
H -2.7495 3.8535 -3.9686  0.504
C -0.8738 2.7884 -4.1231  -1.148
H -1.2996 1.8081 -4.3708  0.333
H 2.8245 -1.4589 -4.1646  -0.106
Si 1.3882 1.4214 -4.7222  -0.846
C 1.0272 1.8207 -6.6156  0.752
C 1.8732 2.7108 -7.3248  -0.007
H 2.8933 2.9448 -6.9843  0.179
C 1.3898 3.3463 -8.4708  -0.587
H 2.0219 4.0419 -9.0079  0.420
C 0.1031 3.0923 -8.9459  -0.617
H -0.2929 3.6551 -9.7873  0.387
C -0.6619 2.0758 -8.3734  -0.471
H -1.6343 1.7998 -8.7825  0.430
C -0.1448 1.3760 -7.2728  -0.474
H -0.6673 0.4806 -6.9253  0.324
C 3.2598 1.6039 -4.8359  0.478
C 4.1090 2.5935 -4.3406  0.153
H 3.7933 3.2291 -3.5093  0.426
C 5.4084 2.7732 -4.8490  -0.983
H 6.0235 3.5857 -4.4551  0.398
C 5.9339 1.9043 -5.8064  -0.660
H 6.9570 2.0541 -6.1734  0.407
C 5.1945 0.8064 -6.1983  -0.829
H 5.6533 0.0633 -6.8550  0.520
C 3.8581 0.5966 -5.7342  -0.270
H 3.2050 0.0590 -6.4509  0.418
H 4.7271 -2.6646 -4.7125  -0.255
Cl -0.0578 -1.1561 -4.2778  -0.453
N 3.1568 -0.6472 -0.1101  -0.105
C 2.2711 -1.5583 0.3001  0.177
N 1.1266 -1.7970 -0.3458  -0.131
C 0.2719 -2.6268 0.4108  -0.109
C 0.7867 -2.9302 1.6526  -0.400
S 2.3868 -2.3221 1.8894  -0.175
C -1.1185 -2.6787 -0.0126  0.008
C -2.2222 -3.1584 0.6912  -0.427
S -3.7089 -2.5129 0.0581  -0.151
C -2.7831 -1.8210 -1.2727  0.350
N -1.4690 -1.9004 -1.1299  -0.110
N -3.3761 -1.1241 -2.2614  -0.227
H 3.9950 -0.5330 0.4508  0.267
H 3.2922 -0.5404 -1.1062  0.086
H 0.1971 -3.4506 2.3889  0.411
H -2.1739 -3.8171 1.5480  0.439
H -4.3739 -0.9592 -2.1786  0.211
H -2.8371 -0.8587 -3.0970  0.151


> Which of these has the highest total charge?

C35H33ClN4S2Si2Y


> Which of these has the highest total charge?

C35H33ClN4S2Si2Y